# 1
The following is a quantum chemistry calculation of a cluster of 9 separate species, C31H45FN8O3 in total, from OMol25.

Each line ends with the Löwdin charge.
Positions of all 88 atoms, in Å:
N: -7.715 3.142 1.785  0.14
C: -0.962 0.624 -8.664  -0.28
H: -2.051 5.240 6.574  0.07
C: -1.465 -2.604 -2.832  -0.20
C: -0.537 4.391 9.706  -0.26
H: -6.625 0.916 1.267  0.04
H: 4.603 -0.252 1.466  0.09
C: -1.567 4.355 6.171  -0.10
C: -1.550 -0.051 1.458  0.07
H: 1.021 2.450 3.808  0.07
C: -0.276 -2.137 1.406  -0.31
C: -0.317 1.927 -8.640  -0.07
H: -9.400 1.698 4.030  0.08
F: 2.022 -0.092 3.280  -0.02
H: -1.351 -3.679 -2.698  0.11
C: -1.044 4.603 4.833  -0.28
C: -0.942 -2.541 0.153  0.07
H: -0.497 -2.148 -2.630  0.11
C: -2.457 -2.063 -1.775  -0.13
H: -5.678 -0.290 0.410  0.08
O: 0.643 -2.805 1.866  0.10
H: 9.863 -0.053 1.193  0.08
H: 0.167 -1.673 3.848  0.12
C: 9.989 -1.127 1.060  -0.10
H: -0.077 2.256 -9.649  0.08
C: 6.011 -1.761 1.880  -0.26
C: -0.742 -0.899 2.117  -0.11
N: 7.094 -2.127 1.977  0.14
H: 2.340 -2.780 -5.579  0.07
H: 4.629 -3.231 -7.242  0.07
C: 0.757 4.405 10.370  -0.06
C: -5.682 0.374 1.274  -0.07
H: -2.998 -1.209 -2.170  0.11
H: 4.099 -1.877 1.008  0.09
C: 1.315 -2.705 -5.216  -0.12
C: -5.497 -0.368 2.509  -0.29
H: 4.104 -1.401 2.701  0.07
H: -9.294 3.394 4.506  0.08
H: -0.746 -3.525 -0.247  0.13
H: -0.967 2.671 -8.184  0.08
H: 1.198 -3.338 -4.333  0.08
H: -7.943 2.302 4.817  0.08
O: 0.997 -1.372 -4.895  -0.17
C: -8.163 2.881 2.808  -0.27
H: 0.667 4.804 11.378  0.09
H: -1.064 -0.291 -3.726  0.11
H: 0.675 -3.128 -5.990  0.09
H: 9.736 -1.615 1.998  0.06
H: -4.882 1.100 1.131  0.08
H: 5.524 -2.516 -8.582  0.08
C: -8.729 2.552 4.107  -0.07
N: -1.558 4.381 9.183  0.14
C: 4.639 -3.094 -8.322  -0.07
C: -0.271 -0.729 3.534  -0.08
H: -1.119 -0.502 4.177  0.13
H: 9.270 -1.461 0.316  0.07
H: -2.299 3.549 6.158  0.08
C: 3.431 -2.416 -8.768  -0.29
H: 0.893 1.844 2.191  0.09
C: 11.350 -1.441 0.651  -0.29
H: -0.558 1.999 3.245  0.06
H: 1.166 3.398 10.438  0.08
H: -2.944 -2.286 -4.400  0.11
H: -1.420 -2.967 -4.926  0.10
H: 0.609 1.885 -8.068  0.08
N: -0.626 4.801 3.783  0.14
C: -1.979 -0.323 0.071  -0.32
O: -2.518 0.533 -0.617  0.10
H: -1.915 0.852 1.922  0.12
H: -3.181 -2.839 -1.530  0.13
C: 4.637 -1.300 1.758  -0.07
H: -0.773 4.072 6.850  0.05
H: 0.087 0.204 -5.785  0.11
H: 1.465 5.024 9.821  0.08
N: -1.467 -0.406 -8.678  0.14
H: -2.137 -0.238 -5.103  0.11
N: 2.479 -1.881 -9.118  0.13
H: 0.896 0.459 4.829  0.14
C: -0.145 -0.837 -5.548  -0.24
H: 4.725 -4.075 -8.787  0.08
C: -1.766 -1.696 -0.491  -0.13
C: 0.488 1.729 3.192  -0.05
C: 0.785 0.347 3.748  -0.37
C: -1.867 -2.232 -4.260  -0.18
N: -5.333 -0.942 3.489  0.12
C: -1.352 -0.829 -4.630  -0.17
N: 12.423 -1.689 0.329  0.12
H: -0.354 -1.320 -6.501  0.09

Summary:
Charge: 0
SMILES string: COCCCCCC1=CC(=O)C(C[C@H](C)F)=CC1=O.CC#N.CC#N.CC#N.CC#N.CC#N.CC#N.CC#N.CC#N
LUMO: -1.35 eV

=====

# 2
The following is a quantum chemistry calculation of a structure of composition C31H46BFMnN7O3P2S2, from OMol25.

Each line ends with the Mulliken spin population.
Positions of all 94 atoms, in Å:
B: -3.904 3.834 -4.274  0.00
H: -2.993 -2.318 -0.098  0.01
H: -3.612 4.977 -4.407  0.00
H: -2.453 2.593 0.885  0.00
C: 3.079 -1.454 3.328  0.00
H: -6.508 -1.621 -2.313  0.00
N: 2.883 2.048 1.971  0.00
H: -1.239 -4.270 -2.268  0.00
O: 0.392 4.329 -0.285  0.00
F: 1.630 -3.296 2.744  0.00
C: 1.292 -1.268 1.699  0.00
H: 0.622 -3.404 -0.759  0.00
N: -1.216 1.444 -5.227  -0.01
C: -2.887 3.573 0.658  0.00
C: -2.210 1.837 -4.390  0.01
Mn: -1.153 0.368 -1.726  0.94
H: -0.221 0.139 -3.925  0.02
H: -3.575 3.842 1.458  0.00
C: -5.200 3.427 -2.083  0.00
H: 3.511 -4.205 3.739  0.00
H: 3.984 1.997 4.643  0.00
N: -3.601 3.535 -0.588  0.00
C: 3.448 -3.533 4.603  0.00
C: 1.585 0.073 1.443  0.00
H: 5.308 -4.449 5.308  0.00
P: -4.110 -1.898 -2.512  0.00
C: 2.625 0.691 2.180  0.00
C: -4.317 -1.737 -4.327  0.00
N: 4.631 -3.016 6.687  0.00
S: -1.394 3.952 -2.182  0.00
H: 6.141 2.987 2.605  0.00
H: -6.078 -3.341 -2.489  0.00
C: 5.330 2.324 2.862  0.00
C: -3.063 3.628 -1.826  0.00
H: 2.410 -3.530 4.950  0.00
C: 5.443 -1.918 6.075  0.00
O: -0.619 2.625 -1.304  0.04
C: 0.819 0.780 0.440  0.08
C: 2.006 -2.009 2.600  0.00
H: -5.862 -2.514 -0.931  0.00
N: 3.814 -2.159 4.263  0.00
C: -1.144 2.360 -6.240  0.00
C: -0.366 0.303 -5.025  0.00
C: -2.095 3.300 -5.993  0.00
C: 4.356 -4.090 5.702  0.00
H: 0.605 0.478 -5.485  0.00
N: -2.748 2.970 -4.845  0.00
H: 4.623 3.665 4.485  0.00
P: -1.155 -1.956 -1.612  -0.05
C: -3.278 -3.558 -2.469  0.00
C: 5.204 -1.874 4.556  0.00
H: 3.728 -2.644 7.008  0.00
H: -1.709 -1.435 0.697  -0.01
H: -2.094 4.323 0.605  0.00
H: 0.908 -2.929 -2.434  0.00
C: 0.581 -2.570 -1.459  0.00
H: -1.491 -3.200 -3.648  0.00
C: -1.913 -2.274 0.030  0.01
H: 3.858 -4.931 6.188  0.00
O: -0.019 0.187 -0.297  0.00
H: 6.504 -2.093 6.267  0.00
H: 4.093 0.360 3.686  0.00
C: 3.324 -0.094 3.098  0.00
C: -5.808 -2.397 -2.013  0.00
H: -1.557 -3.203 0.471  0.00
H: -4.886 -0.840 -4.553  0.00
C: 3.947 2.826 2.561  0.00
H: -3.337 -1.655 -4.793  0.00
H: 5.848 -2.607 4.054  0.00
S: -2.784 0.848 -3.091  -0.05
H: -4.916 3.515 -4.792  0.00
H: 5.569 1.289 2.683  0.00
H: -5.603 3.270 0.094  0.00
H: 5.112 -3.395 7.510  0.00
C: 4.422 2.730 3.986  0.00
H: -6.136 3.369 -2.597  0.00
H: -0.811 -0.595 -5.458  0.00
H: -2.358 4.178 -6.548  0.00
C: -1.777 -3.379 -2.608  0.00
H: 2.241 3.796 1.041  0.00
H: 1.269 -1.793 -1.137  0.00
C: 0.289 3.139 -0.411  0.01
H: -4.836 -2.612 -4.716  0.00
H: -3.515 -4.025 -1.512  0.00
H: 5.165 -0.974 6.544  0.00
H: -0.452 2.273 -7.051  0.00
C: -4.943 3.382 -0.742  0.00
C: 1.077 2.183 0.375  0.01
C: 2.085 2.729 1.140  0.00
H: 5.504 -0.895 4.191  0.00
H: -3.676 -4.189 -3.265  0.00
H: 3.911 3.832 2.167  0.00
N: -4.031 3.579 -2.744  0.00
H: 0.481 -1.738 1.169  0.00

Summary:
Spin multiplicity: 2
Charge: +3
<S²>: 0.769
LUMO (spin up / spin down): -7.85 / -7.80 eV

=====

# 3
The following is a quantum chemistry calculation of a structure of composition C31H46BMgN8O2S3, from OMol25.

Each line ends with the Löwdin charge.
Positions of all 92 atoms, in Å:
C: 4.023 2.014 0.050  -0.23
H: 3.059 -1.211 -4.616  0.09
C: -3.792 3.759 4.584  0.01
C: 3.108 0.913 -1.901  -0.19
C: 3.027 -0.954 -3.555  -0.04
C: 1.390 -4.850 0.656  -0.04
N: -2.006 1.103 2.658  -0.18
H: 1.961 2.313 -4.009  0.09
H: 1.365 -3.637 -1.803  0.10
Mg: -0.220 2.160 2.808  0.25
C: -1.983 -0.177 -1.787  -0.19
H: 5.293 2.451 1.722  0.07
H: -0.423 4.936 4.283  0.11
N: -1.495 3.446 3.828  -0.06
C: 4.118 1.683 -1.260  0.08
H: 5.288 0.629 -3.648  0.09
N: -0.540 0.606 -0.215  0.04
H: -3.854 3.013 0.328  0.10
C: -2.994 1.671 3.309  -0.28
H: 4.475 2.165 -4.015  0.09
O: -1.360 4.727 4.377  -0.03
S: 0.527 0.661 4.611  0.77
H: -5.132 1.654 3.034  0.09
C: 1.890 1.223 -4.041  -0.03
H: 2.531 -2.794 -0.773  0.10
H: 3.863 -1.456 -3.059  0.09
C: 0.827 -2.510 1.389  -0.10
C: 0.693 -0.513 3.415  -0.64
H: -1.240 -4.144 0.868  0.10
H: 2.096 -1.337 -3.134  0.05
C: -2.351 -1.178 -2.876  -0.53
C: 0.951 -2.846 2.762  0.09
C: 5.070 2.840 0.730  -0.06
C: 1.464 -2.941 -0.968  -0.05
N: 0.664 -0.275 2.091  0.11
N: 1.992 0.805 0.081  0.04
H: 1.819 0.917 -5.087  0.09
H: -0.375 -1.408 -3.748  0.08
O: -2.178 -0.053 2.107  -0.16
H: 4.979 2.013 -1.826  0.12
C: -2.831 -0.405 -4.114  -0.04
C: 3.117 0.567 -3.389  -0.54
N: 0.714 -1.240 1.147  0.24
H: -2.089 0.330 -4.435  0.09
H: 4.352 0.808 -5.129  0.09
C: -0.742 -3.733 -0.013  -0.02
C: 1.033 -2.304 5.183  -0.05
H: 1.352 -5.515 -0.207  0.10
H: -0.712 -2.563 -2.461  0.04
S: -0.228 3.134 0.564  0.75
C: -2.364 1.983 -0.778  -0.22
H: -4.582 0.824 4.490  0.09
C: 2.850 1.593 0.776  -0.61
H: -3.778 0.110 -3.946  0.08
H: 0.144 -2.006 5.741  0.09
C: 0.756 -3.515 0.261  -0.51
C: -1.085 1.828 -0.159  -0.58
C: 0.897 -1.915 3.748  -0.20
H: -3.739 1.058 -2.083  0.13
S: 2.575 2.070 2.375  0.72
C: -4.335 1.027 3.444  -0.03
H: -3.174 -2.644 -1.480  0.08
H: -4.307 4.372 3.839  0.11
H: 5.979 2.868 0.131  0.09
N: -0.927 -0.384 -1.054  0.21
H: 1.875 -1.776 5.636  0.09
H: 1.182 -3.377 5.280  0.09
H: 0.850 -5.343 1.466  0.09
N: 2.091 0.477 -1.228  0.19
H: 2.439 -4.741 0.945  0.10
C: -2.697 2.988 3.917  -0.25
B: 0.696 0.210 0.605  -0.62
H: -4.313 0.085 2.905  0.07
H: 1.033 -1.984 -1.267  0.04
H: -2.601 4.074 -0.310  0.05
C: -2.785 0.974 -1.574  0.07
H: 1.076 -3.884 3.028  0.13
C: -3.488 -2.069 -2.354  -0.02
H: -3.397 4.424 5.344  0.08
H: -4.522 3.084 5.024  0.08
H: -3.795 -2.769 -3.134  0.09
H: 4.709 3.862 0.870  0.10
H: 0.975 0.922 -3.525  0.07
H: -4.363 -1.476 -2.072  0.09
C: 4.386 1.077 -4.073  -0.06
H: -2.986 -1.107 -4.936  0.09
H: -0.857 -4.446 -0.833  0.10
H: -1.232 -2.796 -0.276  0.06
H: -1.480 -2.760 -4.038  0.10
C: -3.207 3.201 -0.533  -0.03
H: -3.840 3.412 -1.394  0.09
C: -1.153 -2.029 -3.295  -0.04

Summary:
Charge: +1
LUMO: -3.23 eV

=====

# 4
The following is a quantum chemistry calculation of a structure of composition C31H46BMnN9, from OMol25.

Each line ends with the Mulliken spin population.
Positions of all 88 atoms, in Å:
H: 1.753 -4.658 -0.764  0.00
C: -1.437 -4.326 0.156  0.00
N: 1.324 6.780 -1.907  0.28
C: 2.064 1.781 -2.608  0.02
C: -3.688 -3.273 0.656  0.00
H: 1.595 3.419 0.104  0.01
H: -3.377 -2.765 1.568  0.00
H: -2.939 -3.838 -1.253  0.00
H: -3.492 0.453 -3.481  0.00
H: -1.262 -3.000 4.450  0.00
H: -1.819 -5.346 0.131  0.00
H: -2.131 2.250 -4.506  0.00
H: 3.160 -3.863 2.649  0.00
H: 1.090 1.368 -2.956  0.00
H: -2.950 2.507 -1.303  0.00
C: 2.526 -2.095 -0.224  0.03
H: -1.149 -4.113 1.184  0.00
Mn: 0.281 1.153 -0.909  2.02
N: -1.145 -0.061 -1.145  0.02
C: -0.896 4.226 1.787  0.02
N: -0.513 2.888 -1.181  0.07
N: -3.193 6.307 -1.940  0.29
C: -2.249 -0.096 -1.944  -0.01
N: 1.539 -0.274 -0.950  0.01
H: 3.581 -2.185 2.296  0.00
H: 1.653 4.938 0.994  0.00
H: 4.065 1.117 -2.308  0.00
H: -4.422 1.646 -1.671  0.00
H: -3.828 2.855 -2.801  0.00
H: 2.541 3.534 1.564  0.00
H: -0.048 -3.118 3.190  0.00
H: 1.883 -2.672 2.409  0.00
C: 2.873 -2.983 2.073  0.00
C: -2.865 -1.308 -1.752  0.01
C: 2.838 -3.321 0.584  0.00
C: -2.116 5.901 -1.843  -0.05
C: -0.176 -0.069 2.888  0.04
N: -1.074 -1.256 -0.459  -0.02
C: 3.262 0.062 -4.000  0.00
C: -2.749 0.975 -2.874  0.01
C: -0.644 4.012 -1.407  0.03
H: 1.678 -1.566 4.385  0.00
H: 2.401 -5.423 0.682  0.00
C: -3.521 2.064 -2.117  0.00
C: -2.530 -3.389 -0.342  0.00
C: 3.109 0.678 -2.607  0.00
H: 3.851 -3.591 0.276  0.00
H: 4.356 -1.835 -1.430  0.00
H: -1.488 4.179 2.701  0.00
H: 0.730 3.684 2.998  0.00
C: 2.731 -0.354 -1.590  0.00
H: -3.757 -1.655 -2.244  0.00
H: 2.266 2.589 -3.312  0.00
C: 3.384 -1.479 -1.135  0.01
C: 1.929 -4.518 0.302  0.00
H: -1.658 -2.490 2.815  0.00
H: -0.839 1.958 -3.362  0.00
H: 0.579 -1.827 5.736  0.00
H: -4.035 -4.269 0.929  0.00
H: 4.015 -0.724 -3.993  0.00
H: -4.530 -2.725 0.236  0.00
H: 2.321 -0.378 -4.334  0.00
H: 3.570 0.817 -4.721  0.00
C: -0.413 -1.108 3.962  0.00
H: 2.015 2.267 -1.615  0.00
H: -0.049 -2.438 1.191  0.00
H: -0.115 1.712 4.186  0.00
N: -0.013 -0.192 1.563  -0.01
C: 0.340 6.180 -1.834  -0.05
H: 1.059 -0.190 5.297  0.00
C: 1.606 3.854 1.104  0.00
C: 0.416 3.447 1.979  -0.01
H: -1.534 3.827 1.001  0.00
H: -0.695 5.281 1.592  0.00
C: -0.058 1.282 3.201  0.01
C: -2.122 -2.015 -0.811  0.05
C: 0.803 -1.170 4.897  0.00
H: 0.968 -4.411 0.803  0.00
H: -0.549 -4.291 -0.475  0.00
H: -1.229 -0.664 4.541  0.00
N: 0.189 1.061 1.007  0.02
C: 0.179 1.962 2.034  -0.01
C: -0.868 -2.505 3.563  0.00
H: -1.317 0.687 -4.482  0.00
N: 1.418 -1.344 -0.128  0.00
C: -0.818 5.400 -1.705  0.34
B: 0.055 -1.424 0.613  -0.14
C: -1.698 1.492 -3.854  0.01

Summary:
Spin multiplicity: 4
Charge: +2
<S²>: 3.812
LUMO (spin up / spin down): -7.70 / -9.66 eV

=====

# 5
The following is a quantum chemistry calculation of a structure of composition C31H46Cl4F3FeO6PSSi, from OMol25.

Each line ends with the Mulliken spin population.
Positions of all 94 atoms, in Å:
P: -0.018 -5.911 -1.479  0.00
H: -1.061 -5.883 0.733  0.00
O: 1.576 1.858 1.674  0.06
H: 1.367 5.788 -1.584  0.00
H: 0.418 -0.192 -5.783  0.00
H: -2.385 2.616 -0.794  0.00
C: 1.249 2.752 3.945  0.00
C: -2.584 3.397 -0.037  0.00
H: 0.519 2.358 -2.736  0.00
H: -3.651 3.577 -0.025  0.00
C: 0.960 3.436 -2.650  0.00
F: 2.686 -2.472 2.194  0.01
C: 2.092 -1.912 1.122  0.07
C: -1.100 -4.442 -1.900  0.00
H: 1.562 3.599 -3.547  0.00
H: 3.814 1.899 4.122  0.00
H: 0.477 -6.770 0.697  0.00
C: -3.346 -2.307 3.986  0.00
H: -0.295 -1.858 -5.335  0.00
C: -1.316 -7.252 -1.765  0.00
H: -3.847 1.770 1.831  0.00
H: 4.141 1.617 2.414  0.00
H: -0.142 -0.037 -3.403  0.00
H: -2.035 4.288 -0.353  0.00
H: 3.637 -0.869 -4.962  0.00
C: -1.626 -4.296 -3.215  0.00
C: -1.511 -3.493 -0.990  -0.02
H: -2.807 -1.761 -0.647  0.00
H: -3.279 -1.253 -2.940  0.00
O: 1.800 -1.701 -5.598  0.00
H: 2.283 0.488 -3.813  0.00
H: -2.291 1.225 2.589  0.00
H: 2.922 5.366 -0.701  0.00
C: -2.382 -3.198 -3.584  0.00
Cl: -0.779 0.201 5.746  0.00
C: 2.032 -0.546 -3.535  0.00
C: -2.784 -2.420 2.754  0.03
H: 2.357 -0.856 -2.504  0.00
C: 2.274 2.574 2.806  -0.01
H: 2.036 4.645 2.390  0.00
H: 1.574 3.198 4.853  0.00
C: 0.565 -0.857 -3.724  0.00
H: -3.853 4.031 2.347  0.00
H: -2.188 -6.974 -1.217  0.00
H: 2.842 5.239 -2.388  0.00
F: 3.125 -1.285 0.442  0.00
C: 3.366 1.584 3.215  0.00
C: 1.811 3.663 -1.389  0.00
O: -0.756 2.889 1.591  -0.01
H: -0.957 -8.260 -1.540  0.00
H: -2.503 3.754 3.397  0.00
O: 0.051 -0.139 3.098  0.15
H: -2.711 0.877 0.827  0.00
C: 2.811 3.910 2.358  0.00
H: 3.633 2.668 -2.153  0.00
C: -2.754 3.991 2.381  0.00
H: 0.116 4.146 -2.699  0.00
F: 1.768 -3.068 0.377  0.01
H: 3.159 -2.384 -4.139  0.00
C: -2.769 -2.194 -2.662  0.00
H: 0.972 1.707 4.196  0.00
H: -1.353 -3.511 0.099  0.01
Cl: -4.793 -3.286 4.209  0.00
H: 3.649 4.223 2.929  0.00
C: 3.031 2.824 -1.239  0.01
C: -1.041 -0.840 3.426  -0.05
O: 0.964 3.707 -0.253  0.01
C: 2.751 -1.419 -4.528  0.00
C: -1.640 -0.750 4.644  0.03
S: -0.135 0.777 -0.581  0.12
H: 0.356 3.201 3.684  0.00
C: 0.554 -1.126 -5.235  0.00
Cl: -3.429 -3.592 1.650  0.00
H: -1.266 -4.898 -4.047  0.00
C: -0.021 -5.864 0.326  0.00
H: -2.332 4.922 2.102  0.00
H: -1.583 -7.174 -2.852  0.00
C: -1.588 -1.722 2.465  0.01
C: -2.169 2.968 1.370  0.01
C: -2.789 -1.537 4.932  0.01
H: 2.735 1.746 -1.007  0.00
C: 2.242 5.103 -1.468  0.00
C: -2.755 1.607 1.626  -0.01
H: 0.304 -1.807 -3.215  0.00
Fe: 0.497 -0.500 1.261  4.36
C: -2.309 -2.391 -1.366  0.00
H: 0.533 -5.034 0.695  0.00
Cl: -3.341 -1.622 6.641  0.00
Si: 0.457 2.439 0.603  -0.03
H: 3.728 3.201 -0.543  0.00
H: -2.635 -2.912 -4.647  0.00
O: -0.890 -1.764 1.346  0.20
H: 3.119 3.900 1.318  0.00
H: 2.891 0.606 3.361  0.00

Summary:
Spin multiplicity: 6
Charge: -1
<S²>: 8.763
LUMO (spin up / spin down): 2.35 / 1.84 eV

=====

Question: Among the records above, which one has the highest charge?
Answer: C31H46BFMnN7O3P2S2

=====

Question: Which of these has the lowest charge?
Answer: C31H46Cl4F3FeO6PSSi

=====

Question: Look up the charge of the second one.
Answer: +3